1.
Entry from OMol25: 7 unconnected molecules or ions with the total composition C22H39BBr12NO9P at a distorted geometry (ωB97M-V/def2-TZVPD).

Properties
Orbital gap: 8.39 eV
HOMO level: -9.52 eV

Each line ends with the Löwdin charge.
Cartesian coordinates (Å):
C 7.182 -1.669 0.347  -0.0721
C 5.970 -1.571 -0.610  -0.3835
O 5.462 -2.882 -0.838  -0.0380
C 4.877 -0.604 -0.080  -0.0755
C 3.479 -1.026 -0.439  -0.0898
C 2.785 -0.605 -1.479  -0.0344
C 3.379 0.430 -2.418  -0.1196
O 2.947 0.287 -3.765  -0.1445
O 2.353 1.471 -4.216  -0.0168
C 1.397 -1.165 -1.694  -0.2896
O 0.884 -1.186 -2.745  0.1874
C 0.634 -1.674 -0.485  0.0067
B -0.958 -1.716 -0.539  -0.5981
N -1.782 -0.568 -0.912  0.1099
O -1.578 -2.882 -0.165  0.1621
C 1.304 -2.068 0.581  -0.0875
P 0.557 -2.692 2.129  0.4767
O 0.327 -4.114 1.997  -0.2241
O 1.658 -2.432 3.299  -0.1145
O -0.739 -1.836 2.569  -0.1002
C 2.825 -2.027 0.483  -0.3227
O 3.479 -2.792 1.097  0.1622
H 8.124 -1.357 -0.113  0.0693
H 7.314 -2.726 0.600  0.0629
H 7.029 -1.149 1.299  0.0625
H 6.341 -1.214 -1.584  0.1359
H 5.805 -3.244 -1.661  0.1027
H 5.136 0.398 -0.423  0.1218
H 4.948 -0.616 1.014  0.1205
H 4.475 0.389 -2.411  0.1208
H 3.108 1.445 -2.092  0.1437
H 3.091 2.101 -4.248  0.0991
H -2.064 -0.733 -1.883  0.0979
H -2.653 -0.712 -0.396  0.0424
H -0.944 -3.611 -0.258  0.1109
H 1.744 -1.465 3.362  0.0828
H -0.653 -0.927 2.229  0.0687
Br -2.521 1.579 1.125  0.6441
C -2.203 2.776 -0.372  -0.6804
C -3.304 3.792 -0.509  -0.6924
Br -4.902 3.005 -1.298  0.6301
H -2.084 2.150 -1.252  0.0448
H -1.258 3.267 -0.149  0.0055
H -3.006 4.585 -1.192  0.0559
H -3.602 4.228 0.440  0.0393
Br -7.480 1.224 -2.790  0.5854
C -7.153 2.414 -4.294  -0.6987
C -8.246 3.440 -4.433  -0.6890
Br -9.853 2.670 -5.219  0.6298
H -7.043 1.788 -5.175  0.0519
H -6.203 2.897 -4.074  0.0242
H -7.943 4.229 -5.119  0.0576
H -8.538 3.881 -3.485  0.0525
Br 7.482 -1.631 5.288  0.5936
C 7.392 -3.110 4.028  -0.7282
C 8.754 -3.687 3.749  -0.6822
Br 9.773 -2.550 2.538  0.6371
H 6.898 -2.736 3.135  0.0315
H 6.753 -3.849 4.509  -0.0553
H 8.663 -4.641 3.234  0.0616
H 9.357 -3.816 4.643  0.0502
Br -13.055 0.405 -6.092  0.5938
C -12.720 1.591 -7.600  -0.7054
C -13.803 2.627 -7.739  -0.7005
Br -15.418 1.871 -8.520  0.6009
H -12.616 0.962 -8.479  0.0514
H -11.765 2.066 -7.382  0.0029
H -13.494 3.411 -8.427  0.0568
H -14.089 3.071 -6.790  0.0508
Br 0.017 3.828 2.328  0.6306
C -0.317 5.544 3.183  -0.6762
C -1.482 6.252 2.543  -0.6879
Br -0.988 7.039 0.832  0.6088
H 0.608 6.109 3.132  0.0511
H -0.539 5.309 4.222  0.0605
H -1.806 7.088 3.160  0.0597
H -2.325 5.594 2.356  0.0424
Br 6.531 -5.258 6.542  0.6924
C 4.891 -5.454 7.574  -0.6709
C 4.050 -4.206 7.512  -0.6880
Br 4.767 -2.807 8.659  0.6008
H 5.185 -5.721 8.584  0.0509
H 4.366 -6.291 7.118  0.0597
H 3.050 -4.403 7.891  0.0585
H 3.981 -3.790 6.511  0.0523

Atoms 1-2, force components in eV/Å:
-0.2 -0.3 0.0
0.9 -0.2 -0.3



2.
Entry from OMol25: C4H12N2O in the gas phase at a distorted geometry (ωB97M-V/def2-TZVPD).

Properties
Orbital gap: 9.66 eV
HOMO level: -8.77 eV
ΔE to the lowest compared entry with this formula, charge and spin: 94.0 kcal per mole

Each line ends with the Löwdin charge.
Cartesian coordinates (Å):
C -0.881 -0.076 0.257  -0.2399
C -0.082 1.294 -0.125  -0.1687
C 1.387 1.327 0.537  -0.3009
N 1.970 2.689 0.787  -0.0687
N -0.779 -1.067 -0.888  -0.0912
C -1.522 -2.426 -0.571  -0.2271
O -0.365 -3.150 -0.282  -0.1341
H -0.604 -0.497 1.187  0.0711
H -1.974 0.209 0.506  0.1203
H 0.136 1.152 -1.156  0.0621
H -0.520 2.278 0.133  0.0925
H 1.274 0.942 1.532  0.0703
H 1.962 0.511 -0.140  0.1447
H 1.266 3.309 1.249  0.0618
H 2.280 3.211 -0.158  0.1140
H 0.254 -1.411 -0.820  0.1140
H -2.006 -2.121 0.454  0.1447
H -2.034 -2.820 -1.426  0.0989
H 0.237 -3.356 -1.076  0.1363

Atoms 1-2, force components in eV/Å:
-1.8 2.1 -1.6
1.3 -1.4 1.8



3.
Entry from OMol25: a molecular structure, C38H27BBr2F14N3O3SSiTeYb at a distorted geometry (ωB97M-V/def2-TZVPD).

Properties
Total charge: -2
Orbital gap: 6.16 eV
Multiplicity: 2
HOMO level: -2.40 eV
<S²>: 0.751
ΔE to the lowest compared entry with this formula, charge and spin: 0.0 kcal per mole

Each line ends with the Löwdin charge.
Cartesian coordinates (Å):
Yb 0.901 -0.212 -0.154  1.6806
C 2.136 2.698 1.502  -0.1718
C 2.013 1.679 2.606  -0.2550
C 2.621 1.820 3.862  -0.0019
C 2.494 0.811 4.781  -0.0204
C 1.770 -0.353 4.452  -0.1882
C 1.601 -1.491 5.254  -0.6316
Br 2.396 -1.570 6.985  0.6915
C 0.903 -2.589 4.809  -0.1858
C 0.329 -2.597 3.551  -0.5990
Br -0.606 -4.139 2.990  0.7796
C 0.442 -1.526 2.649  -0.4317
O -0.009 -1.509 1.468  -0.1622
C 1.184 -0.388 3.158  -0.1613
N 1.323 0.610 2.278  0.0820
H 1.235 3.341 1.495  0.1126
H 2.838 2.456 -0.327  0.0684
H 3.008 3.339 1.653  0.1339
H 3.193 2.707 4.088  0.1084
H 2.955 0.894 5.756  0.0758
H 0.808 -3.463 5.436  0.0863
F -4.308 3.521 -1.496  0.0966
C -3.697 3.087 -0.377  -0.1504
C -2.478 2.427 -0.427  -0.1995
F -1.868 2.202 -1.612  0.0056
C -1.869 2.006 0.730  -0.2458
F -0.689 1.296 0.587  -0.1272
C -2.381 2.220 2.031  -0.6726
S -1.551 1.773 3.417  0.5929
C -3.648 2.867 2.030  -0.2459
F -4.267 3.087 3.207  0.0481
C -4.273 3.294 0.880  -0.1503
F -5.468 3.922 0.952  0.0851
F 1.927 4.542 -0.574  -0.5171
Te 0.510 3.139 -1.205  2.1179
F -0.010 3.177 -3.079  -0.4555
F 0.507 1.060 -1.803  -0.5456
F 2.209 2.838 -2.202  -0.4468
F -0.399 4.963 -1.503  -0.5406
O 2.219 1.996 0.260  -0.2670
C 2.973 -0.536 -5.395  -0.0154
N 3.190 -0.246 -4.009  -0.1146
C 4.277 0.381 -3.470  -0.0666
C 4.041 0.456 -2.129  -0.1256
N 2.840 -0.116 -1.843  -0.0094
C 2.359 -0.536 -2.993  -0.1382
H 3.666 -1.311 -5.736  0.0899
H 3.131 0.362 -5.993  0.0939
H 1.946 -0.873 -5.526  0.0807
H 5.095 0.725 -4.070  0.1085
H 4.652 0.881 -1.358  0.1090
H 1.408 -1.026 -3.121  0.1285
F 2.678 -3.003 1.492  0.2013
B 2.912 -2.250 0.394  -1.2980
F 2.976 -0.848 0.769  0.0314
F 1.812 -2.284 -0.518  0.0474
F 4.058 -2.599 -0.243  0.1767
O -0.767 -1.108 -1.233  -0.3907
Si -1.818 -1.731 -2.206  0.4723
C -1.979 -3.604 -1.920  -0.1992
C -2.794 -4.430 -2.681  -0.1192
C -2.930 -5.775 -2.383  -0.1140
C -2.271 -6.310 -1.288  -0.1138
C -1.456 -5.497 -0.516  -0.0975
C -1.308 -4.160 -0.838  -0.0782
C -3.591 -1.051 -1.935  -0.1933
C -3.931 -0.536 -0.689  -0.0838
C -5.190 -0.021 -0.437  -0.0890
C -6.150 -0.020 -1.434  -0.1050
C -5.839 -0.544 -2.676  -0.1070
C -4.575 -1.054 -2.917  -0.1012
C -1.409 -1.346 -4.043  -0.2063
C -1.393 -2.269 -5.084  -0.1017
C -1.119 -1.888 -6.390  -0.1147
C -0.832 -0.565 -6.685  -0.1244
C -0.826 0.367 -5.660  -0.0885
C -1.121 -0.024 -4.366  -0.0896
H -3.338 -4.007 -3.517  0.0898
H -3.562 -6.404 -3.002  0.0891
H -2.395 -7.358 -1.040  0.0893
H -0.955 -5.901 0.351  0.0766
H -0.680 -3.516 -0.238  0.0756
H -3.183 -0.550 0.090  0.1069
H -5.430 0.375 0.540  0.1031
H -7.137 0.382 -1.243  0.0930
H -6.595 -0.553 -3.454  0.0906
H -4.352 -1.465 -3.894  0.0933
H -1.596 -3.308 -4.866  0.0824
H -1.131 -2.622 -7.189  0.0901
H -0.625 -0.261 -7.707  0.0912
H -0.600 1.404 -5.865  0.1035
H -1.119 0.715 -3.583  0.0791

Atoms 1-2, force components in eV/Å:
-0.2 -1.3 0.5
-0.2 0.2 0.9